1.
Formula: C32H25GaNO4P2S2
Source: the OMol25 dataset
Level of theory: the ωB97M-V functional and the def2-TZVPD basis

Charge = +1
HOMO = -0.3853 Ha
LUMO level = -4.01 eV
Total energy = -135891.787 eV
F_max = 0.008 Eh/bohr
Frontier orbital gap = 6.471 eV
ΔE to the lowest compared entry with this formula, charge and spin = 11.77 kcal/mol

Each line ends with the Löwdin charge.
Positions of all 67 atoms, in Å:
Ga1 -1.908 -1.599 0.087  0.09
S1 -0.032 -3.238 0.411  0.46
P1 0.756 -1.474 -0.194  0.47
C1 -0.397 -0.239 0.114  -0.55
P2 -0.794 0.135 1.748  0.57
S2 -2.506 -0.967 2.180  0.52
C2 0.451 -0.185 3.010  -0.33
C3 0.465 -1.384 3.717  -0.10
C4 1.485 -1.637 4.621  -0.07
C5 2.495 -0.706 4.808  -0.07
C6 2.491 0.486 4.094  -0.07
C7 1.469 0.751 3.200  -0.07
C8 -1.182 1.892 1.921  -0.36
C9 -2.067 2.319 2.910  -0.08
C10 -2.314 3.669 3.078  -0.06
C11 -1.663 4.600 2.271  -0.07
C12 -0.776 4.176 1.293  -0.08
C13 -0.542 2.819 1.110  -0.10
C14 2.413 -1.183 0.447  -0.33
C15 3.006 -2.055 1.350  -0.09
C16 4.271 -1.773 1.847  -0.07
C17 4.937 -0.626 1.443  -0.07
C18 4.343 0.248 0.539  -0.07
C19 3.082 -0.028 0.041  -0.08
C20 0.904 -1.527 -2.010  -0.34
C21 1.240 -2.721 -2.648  -0.09
C22 1.348 -2.768 -4.029  -0.07
C23 1.127 -1.620 -4.782  -0.08
C24 0.797 -0.429 -4.151  -0.09
C25 0.680 -0.382 -2.768  -0.10
H1 -0.321 -2.111 3.561  0.08
H2 1.488 -2.562 5.181  0.11
H3 3.289 -0.906 5.516  0.11
H4 3.281 1.211 4.240  0.11
H5 1.458 1.687 2.653  0.11
H6 -2.580 1.594 3.531  0.10
H7 -3.008 4.001 3.838  0.11
H8 -1.847 5.657 2.411  0.11
H9 -0.272 4.900 0.666  0.11
H10 0.122 2.466 0.329  0.10
H11 2.478 -2.945 1.666  0.08
H12 4.734 -2.451 2.551  0.11
H13 5.924 -0.411 1.830  0.11
H14 4.866 1.140 0.222  0.11
H15 2.616 0.651 -0.665  0.11
H16 1.400 -3.616 -2.060  0.09
H17 1.613 -3.696 -4.517  0.11
H18 1.228 -1.653 -5.860  0.11
H19 0.641 0.470 -4.735  0.11
H20 0.411 0.539 -2.263  0.10
O1 -3.154 3.050 -0.822  0.13
C26 -3.414 1.755 -0.624  -0.47
O2 -3.856 1.278 0.378  0.12
C27 -3.180 0.955 -1.878  -0.13
C28 -3.193 1.557 -3.133  0.06
C29 -3.034 0.766 -4.256  0.00
C30 -2.846 -0.598 -4.092  0.03
C31 -2.828 -1.097 -2.802  -0.17
N1 -3.002 -0.349 -1.716  0.17
C32 -2.617 -2.536 -2.462  -0.38
O3 -2.509 -3.447 -3.387  0.23
O4 -2.573 -2.891 -1.286  0.05
H21 -3.282 3.518 0.021  0.13
H22 -3.332 2.625 -3.209  0.13
H23 -3.050 1.203 -5.245  0.13
H24 -2.705 -1.229 -4.960  0.13
H25 -2.526 -3.078 -4.281  0.13


2.
Formula: C36H85GaN9O19
Source: the OMol25 dataset
Level of theory: the ωB97M-V functional and the def2-TZVPD basis

Charge = -1
HOMO = -0.1715 Ha
LUMO level = 1.49 eV
Total energy = -143377.169 eV
F_max = 0.014 Eh/bohr
Frontier orbital gap = 6.152 eV
ΔE to the lowest compared entry with this formula, charge and spin = 0.00 kcal/mol

Each line ends with the Löwdin charge.
Positions of all 150 atoms, in Å:
C1 1.739 1.820 4.369  -0.11
C2 2.680 0.607 4.315  -0.24
C3 1.992 -0.778 4.224  -0.21
C4 0.551 -0.772 3.720  -0.23
C5 0.045 -2.177 3.335  -0.19
C6 -1.485 -2.277 3.388  -0.20
C7 -2.108 -1.754 2.092  -0.20
C8 -3.605 -2.016 1.927  -0.19
C9 -4.091 -1.520 0.552  -0.20
C10 -4.253 0.015 0.485  -0.20
C11 -2.943 0.723 0.071  -0.22
C12 -2.415 1.777 1.053  -0.20
C13 -0.907 2.021 0.861  -0.21
C14 -0.477 2.325 -0.568  -0.21
C15 1.038 2.533 -0.684  -0.20
C16 1.521 2.560 -2.146  -0.21
C17 1.978 1.194 -2.716  -0.27
C18 1.111 0.617 -3.868  -0.28
Ga1 -0.010 -1.001 -3.358  0.38
O1 -0.821 -1.775 -4.898  -0.34
C19 1.104 -2.410 -2.382  -0.25
C20 0.970 -2.276 -0.838  -0.30
C21 2.326 -2.124 -0.114  -0.23
C22 2.886 -3.489 0.282  -0.21
C23 4.278 -3.433 0.914  -0.21
C24 4.754 -4.781 1.468  -0.22
C25 4.743 -5.917 0.432  -0.22
C26 3.436 -6.750 0.404  -0.25
C27 2.800 -6.913 -0.995  -0.11
H1 1.466 2.160 3.368  0.06
H2 2.247 2.661 4.849  0.07
H3 0.834 1.621 4.944  0.06
H4 3.309 0.619 5.211  0.09
H5 3.355 0.717 3.464  0.10
H6 2.564 -1.402 3.527  0.10
H7 2.039 -1.296 5.189  0.10
H8 0.478 -0.119 2.842  0.10
H9 -0.127 -0.336 4.464  0.09
H10 0.384 -2.373 2.313  0.10
H11 0.513 -2.918 3.993  0.11
H12 -1.876 -1.743 4.261  0.10
H13 -1.787 -3.324 3.506  0.09
H14 -1.910 -0.678 2.036  0.09
H15 -1.572 -2.212 1.253  0.12
H16 -3.763 -3.096 1.997  0.10
H17 -4.171 -1.515 2.720  0.11
H18 -5.019 -2.032 0.273  0.09
H19 -3.345 -1.826 -0.189  0.11
H20 -4.598 0.377 1.462  0.10
H21 -5.022 0.241 -0.262  0.09
H22 -2.163 -0.033 -0.047  0.07
H23 -3.048 1.163 -0.925  0.11
H24 -2.553 1.406 2.075  0.10
H25 -2.948 2.728 0.956  0.09
H26 -0.363 1.142 1.231  0.09
H27 -0.615 2.866 1.501  0.11
H28 -0.992 3.230 -0.917  0.12
H29 -0.751 1.506 -1.242  0.08
H30 1.521 1.694 -0.167  0.10
H31 1.323 3.456 -0.169  0.10
H32 0.673 2.907 -2.752  0.09
H33 2.303 3.313 -2.272  0.08
H34 3.002 1.329 -3.093  0.09
H35 2.070 0.478 -1.890  0.08
H36 0.436 1.387 -4.261  0.02
H37 1.778 0.286 -4.675  0.04
H38 -1.196 -0.573 -2.348  -0.02
H39 -1.670 -2.108 -4.592  -0.06
H40 2.160 -2.308 -2.666  0.04
H41 0.788 -3.407 -2.705  0.03
H42 0.299 -1.457 -0.555  0.05
H43 0.505 -3.203 -0.472  0.09
H44 3.028 -1.672 -0.819  0.08
H45 2.254 -1.456 0.754  0.09
H46 2.946 -4.082 -0.639  0.11
H47 2.184 -3.985 0.965  0.11
H48 4.999 -3.083 0.164  0.11
H49 4.260 -2.712 1.741  0.10
H50 4.136 -5.055 2.330  0.11
H51 5.778 -4.659 1.840  0.10
H52 4.908 -5.487 -0.561  0.10
H53 5.582 -6.592 0.630  0.10
H54 3.628 -7.741 0.818  0.09
H55 2.706 -6.245 1.041  0.08
H56 1.727 -6.715 -0.973  0.07
H57 2.962 -7.914 -1.403  0.06
H58 3.224 -6.202 -1.710  0.06
C28 1.831 7.371 -2.749  0.02
N1 1.761 6.588 -1.487  -0.44
O2 0.668 6.328 -1.034  0.07
O3 2.820 6.265 -0.987  0.05
H59 0.821 7.595 -3.072  0.10
H60 2.378 8.282 -2.528  0.08
H61 2.353 6.763 -3.479  0.06
C29 7.021 0.231 -0.106  0.04
N2 5.690 -0.102 -0.685  -0.45
O4 4.713 0.112 -0.007  0.07
O5 5.689 -0.575 -1.802  0.06
H62 6.868 0.638 0.886  0.09
H63 7.599 -0.689 -0.080  0.10
H64 7.489 0.952 -0.769  0.10
C30 -3.057 -1.121 -7.271  0.04
N3 -4.277 -1.056 -6.418  -0.45
O6 -4.255 -1.607 -5.343  0.08
O7 -5.229 -0.445 -6.869  0.03
H65 -2.279 -1.667 -6.741  0.07
H66 -3.355 -1.605 -8.197  0.09
H67 -2.747 -0.098 -7.458  0.10
C31 3.557 9.414 -5.592  0.05
N4 2.988 10.382 -4.612  -0.45
O8 1.879 10.155 -4.179  0.06
O9 3.681 11.328 -4.306  0.06
H68 2.834 8.624 -5.759  0.09
H69 3.769 9.966 -6.503  0.10
H70 4.477 9.027 -5.163  0.10
C32 2.011 3.290 -6.182  0.07
N5 2.262 4.649 -5.633  -0.43
O10 2.154 4.805 -4.438  0.06
O11 2.570 5.528 -6.419  0.04
H71 1.759 2.621 -5.363  0.06
H72 1.195 3.380 -6.893  0.11
H73 2.921 2.980 -6.687  0.10
C33 -3.569 -6.531 5.326  0.04
N6 -3.496 -5.515 4.241  -0.45
O12 -4.135 -4.497 4.378  0.07
O13 -2.783 -5.778 3.295  0.06
H74 -4.230 -6.156 6.097  0.09
H75 -3.942 -7.450 4.882  0.10
H76 -2.560 -6.672 5.700  0.10
C34 -5.458 3.633 -0.176  0.04
N7 -5.236 4.918 0.541  -0.45
O14 -4.815 4.875 1.676  0.07
O15 -5.504 5.936 -0.065  0.05
H77 -5.187 2.816 0.482  0.07
H78 -6.510 3.592 -0.439  0.09
H79 -4.839 3.651 -1.068  0.11
C35 -7.860 -0.851 1.231  0.05
N8 -7.521 0.516 1.710  -0.45
O16 -7.276 0.663 2.887  0.07
O17 -7.492 1.392 0.872  0.05
H80 -7.828 -1.525 2.079  0.10
H81 -8.850 -0.802 0.789  0.10
H82 -7.119 -1.116 0.481  0.08
C36 -1.303 -1.268 7.275  0.05
N9 -1.602 -2.656 7.721  -0.45
O18 -1.304 -2.965 8.857  0.06
O19 -2.133 -3.389 6.916  0.06
H83 -0.843 -0.740 8.102  0.09
H84 -0.637 -1.334 6.418  0.08
H85 -2.244 -0.812 6.982  0.11


3.
Formula: C4H11N3O
Source: the OMol25 dataset
Level of theory: the ωB97M-V functional and the def2-TZVPD basis

Charge = 0
HOMO = -0.2681 Ha
LUMO level = 0.86 eV
SMILES = C=C(NN)[C@@H](N)OC
Total energy = -10838.035 eV
F_max = 0.129 Eh/bohr
Frontier orbital gap = 8.159 eV
ΔE to the lowest compared entry with this formula, charge and spin = 165.49 kcal/mol

Each line ends with the Löwdin charge.
Positions of all 19 atoms, in Å:
C1 -1.723 -0.855 -0.364  0.06
C2 -0.605 -0.443 0.290  -0.36
N1 -0.575 -0.633 1.712  -0.15
N2 -0.889 0.284 2.730  0.01
C3 0.321 0.694 0.096  -0.18
N3 1.586 0.839 0.636  0.09
O1 0.724 -0.466 -1.124  -0.26
C4 0.805 -0.156 -2.491  -0.16
H1 -2.278 -1.732 -0.069  0.06
H2 -1.836 -0.637 -1.412  0.04
H3 -0.541 -1.602 2.002  0.11
H4 -0.013 0.679 3.074  0.07
H5 -1.513 0.986 2.321  0.08
H6 -0.230 1.634 0.211  0.15
H7 2.178 0.036 0.439  0.10
H8 2.080 1.709 0.496  0.09
H9 0.070 0.605 -2.776  0.08
H10 0.603 -1.077 -3.046  0.08
H11 1.836 0.134 -2.724  0.07


4.
Formula: C31H35N11Pd
Source: the OMol25 dataset
Level of theory: the ωB97M-V functional and the def2-TZVPD basis

Charge = +2
Spin multiplicity = 3
HOMO (alpha / beta) = -0.4855 / -0.4856 Ha
LUMO level (alpha / beta) = -5.89 / -6.83 eV
Total energy = -52572.796 eV
F_max = 0.011 Eh/bohr
Frontier orbital gap (alpha / beta) = 7.324 / 6.388 eV
ΔE to the lowest compared entry with this formula, charge and spin = 16.24 kcal/mol

Each line ends with the Löwdin charge.
Positions of all 78 atoms, in Å:
Pd1 1.321 -0.029 -0.607  1.06
C1 5.285 -2.249 -1.008  -0.02
C2 5.715 -2.210 0.307  -0.01
C3 5.102 -1.333 1.190  0.01
C4 4.075 -0.532 0.725  -0.23
N1 3.626 -0.600 -0.539  0.04
C5 4.226 -1.439 -1.382  -0.12
C6 3.424 0.520 1.547  -0.19
C7 3.973 1.070 2.692  0.03
C8 3.371 2.191 3.242  0.00
C9 2.297 2.783 2.596  0.03
C10 1.801 2.182 1.453  -0.19
N2 2.316 1.034 1.012  0.05
C11 0.808 2.788 0.530  -0.21
C12 0.111 3.950 0.799  0.02
C13 -0.696 4.493 -0.192  -0.01
C14 -0.779 3.860 -1.419  -0.01
C15 -0.074 2.683 -1.601  -0.10
N3 0.701 2.160 -0.651  0.03
H1 5.757 -2.897 -1.736  0.12
H2 6.524 -2.847 0.644  0.13
H3 5.425 -1.276 2.221  0.12
H4 3.854 -1.451 -2.398  0.11
H5 4.877 0.664 3.124  0.12
H6 3.782 2.644 4.135  0.13
H7 1.887 3.716 2.956  0.12
H8 0.196 4.435 1.762  0.12
H9 -1.249 5.405 -0.006  0.13
H10 -1.384 4.258 -2.220  0.13
H11 -0.134 2.138 -2.532  0.12
C16 -1.317 0.173 1.764  0.01
C17 -1.714 0.022 0.335  -0.33
N4 -0.904 -0.130 -0.702  -0.02
C18 -1.697 -0.234 -1.828  -0.12
C19 -2.996 -0.136 -1.468  -0.02
N5 -2.995 0.022 -0.098  0.01
C20 -4.224 0.169 0.692  -0.05
N6 -4.942 1.350 0.342  -0.07
N7 -5.859 1.278 -0.673  0.07
N8 -6.313 2.445 -0.909  0.10
C21 -5.693 3.339 -0.044  -0.22
C22 -5.874 4.716 0.105  0.01
C23 -5.140 5.346 1.085  -0.07
C24 -4.248 4.625 1.907  -0.08
C25 -4.052 3.267 1.762  -0.02
C26 -4.803 2.641 0.762  -0.17
H12 -0.236 0.111 1.845  0.05
H13 -1.747 -0.612 2.389  0.10
H14 -1.632 1.136 2.170  0.08
H15 -1.284 -0.390 -2.811  0.11
H16 -3.913 -0.164 -2.037  0.13
H17 -3.977 0.170 1.749  0.14
H18 -4.871 -0.675 0.474  0.15
H19 -6.579 5.252 -0.518  0.12
H20 -5.263 6.409 1.249  0.11
H21 -3.718 5.154 2.690  0.11
H22 -3.386 2.722 2.420  0.09
C27 1.141 -2.924 1.036  -0.05
N9 0.982 -3.773 -0.127  -0.15
C28 0.064 -4.895 0.091  -0.03
C29 1.177 -3.276 -1.379  -0.43
N10 1.220 -1.983 -1.602  0.04
N11 1.298 -4.178 -2.387  -0.15
C30 1.154 -3.748 -3.770  -0.04
C31 1.950 -5.476 -2.204  -0.03
H23 1.367 -3.551 1.898  0.10
H24 0.230 -2.356 1.255  0.08
H25 1.971 -2.239 0.896  0.05
H26 -0.856 -4.527 0.553  0.10
H27 0.513 -5.634 0.754  0.10
H28 -0.198 -5.373 -0.846  0.09
H29 1.517 -1.796 -2.551  0.04
H30 0.299 -3.082 -3.880  0.09
H31 0.974 -4.626 -4.387  0.10
H32 2.055 -3.253 -4.152  0.10
H33 2.253 -5.609 -1.170  0.09
H34 2.843 -5.523 -2.832  0.10
H35 1.287 -6.293 -2.490  0.10